Entry from OMol25: C31H42BrCuN3P2 as an isolated structure in a non-equilibrium geometry (ωB97M-V/def2-TZVPD).

Each line ends with the Löwdin charge.
Geometry (Å):
C -0.38385 -5.23715 2.27382  -0.01
C 0.78385 -4.45522 2.43968  -0.24
C 1.95222 -4.83096 1.74708  -0.02
C 1.99502 -6.10935 1.17562  -0.12
N 0.92082 -6.90198 1.16656  0.07
C -0.24108 -6.50882 1.69336  -0.11
C 0.81684 -3.25482 3.20758  0.09
C 0.84144 -2.09117 3.57332  0.04
C 0.52181 -0.74317 3.71355  -0.19
C -0.70587 -0.44396 3.04605  0.01
C -0.88637 0.88254 2.67778  -0.09
C 0.32432 1.56877 2.73151  -0.22
C 1.38484 1.51532 3.59499  -0.01
C 1.43755 0.23946 4.20738  0.06
Cu 0.11500 2.26646 1.09876  0.05
P -0.65205 -0.36088 -0.84822  1.10
H 2.78755 -4.13255 1.66527  0.12
H -1.35487 -4.87439 2.61463  0.11
H 2.93734 -6.47533 0.75109  0.12
H -1.08356 -7.21392 1.70210  0.12
H 2.14515 -0.00016 5.01160  0.15
H -1.41775 -1.23721 2.76837  0.14
H 2.05281 2.37758 3.77903  0.15
H -1.84446 1.33878 2.42775  0.11
C -1.13737 -0.00917 -2.61230  -0.38
C -0.87790 -1.05491 -3.68949  -0.12
H -0.59222 0.91578 -2.85835  0.06
H -2.20743 0.24953 -2.56692  0.08
H -1.17459 -0.62252 -4.65260  0.10
H 0.17884 -1.33483 -3.78836  0.08
H -1.48487 -1.95976 -3.57179  0.06
C 0.83173 -1.48234 -1.02183  -0.38
C 0.65336 -2.96049 -1.37330  -0.12
H 1.31400 -1.42270 -0.03305  0.07
H 1.52923 -0.99804 -1.72557  0.05
H 1.64965 -3.42351 -1.45336  0.10
H 0.10855 -3.51698 -0.59428  0.07
H 0.15871 -3.10471 -2.34435  0.06
C -1.97380 -1.55068 -0.32885  -0.38
C -2.67280 -2.42322 -1.36575  -0.11
H -2.72414 -0.89197 0.12755  0.03
H -1.55798 -2.16836 0.48164  0.07
H -3.45871 -3.00304 -0.86171  0.10
H -3.15407 -1.81769 -2.14603  0.08
H -2.00250 -3.16255 -1.82127  0.07
Br -0.04427 4.52534 1.68263  0.33
P 1.83684 2.29901 -0.95215  1.00
C 2.43219 1.44042 -2.48616  -0.39
C 3.31409 2.26072 -3.41798  -0.12
H 1.52461 1.13391 -3.02112  0.05
H 2.92105 0.49514 -2.21181  0.07
H 3.58697 1.65542 -4.29336  0.10
H 2.80056 3.16036 -3.77447  0.07
H 4.22619 2.56266 -2.89164  0.07
C 1.86149 4.08388 -1.42541  -0.40
C 3.02731 4.88575 -0.87549  -0.13
H 0.92725 4.47102 -1.00049  0.02
H 1.79341 4.18698 -2.51688  0.08
H 2.78560 5.95489 -0.94660  0.10
H 3.22657 4.65289 0.17854  0.07
H 3.94317 4.69257 -1.44867  0.08
C 3.13272 1.97044 0.35504  -0.40
C 4.58948 1.91203 -0.08348  -0.12
H 2.83450 0.99353 0.76372  0.07
H 2.96836 2.68881 1.17284  0.07
H 5.20170 1.68230 0.80040  0.09
H 4.76962 1.12320 -0.82539  0.08
H 4.93019 2.86760 -0.49974  0.07
N -8.46923 3.02171 1.30177  0.20
C -7.34755 2.75482 1.07845  -0.14
C -5.96630 2.37104 0.81840  -0.19
C -5.24713 2.89196 -0.26539  0.02
C -3.96099 2.40025 -0.49708  -0.12
N -3.44681 1.39855 0.21052  0.03
C -4.09204 0.94357 1.27913  -0.16
C -5.37536 1.39115 1.63422  0.02
H -5.68597 3.62264 -0.93627  0.13
H -3.35626 2.81192 -1.29374  0.11
H -3.59826 0.18018 1.88244  0.10
H -5.89609 0.93768 2.48649  0.14

Results
Multiplicity ... 2
Charge ... +2
ΔE to the lowest compared entry with this formula, charge and spin ... 407.73 kJ/mol
E_HOMO (alpha / beta) ... -14.01 / -14.00 eV
Frontier orbital gap (alpha / beta) ... 5.60 / 4.52 eV
LUMO energy (alpha / beta) ... -8.4 / -9.5 eV
Energy ... -6267.12404 Ha

=====

Entry from OMol25: C46H30F8IN2O4PS5W as an isolated structure (ωB97M-V/def2-TZVPD).

Each line ends with the Löwdin charge.
Geometry (Å):
W -0.23006 0.15338 -0.95178  1.09
C -4.20499 2.12120 2.54400  -0.05
C -3.06862 2.72821 1.76015  -0.30
O -3.02036 2.09746 0.47057  -0.36
P -2.02234 2.70663 -0.63349  -0.12
S -0.22595 2.98749 0.08227  0.39
S -2.06473 1.44045 -2.17191  0.36
O -2.72335 4.09914 -1.01837  -0.33
C -3.82295 4.15869 -1.94190  -0.30
C -5.10503 3.60529 -1.35348  -0.08
H -4.21360 2.52395 3.55983  0.08
H -4.06871 1.04131 2.60718  0.06
H -5.16914 2.32604 2.07387  0.08
H -2.11753 2.55626 2.25952  0.07
H -3.20019 3.80652 1.63212  0.11
H -3.54980 3.62305 -2.85230  0.08
H -3.92420 5.21502 -2.18358  0.11
H -5.01518 2.53760 -1.15119  0.06
H -5.92454 3.75648 -2.06124  0.08
H -5.35364 4.11738 -0.42127  0.08
S 3.73965 0.93092 3.28279  1.05
C 4.64268 0.55691 4.68585  -0.43
C 5.07254 -0.73297 4.67051  -0.20
C 4.66301 -1.42982 3.49996  -0.13
C 3.92658 -0.65826 2.64520  -0.48
C 3.31115 -1.05851 1.37102  -0.20
C 2.16392 -0.43120 0.93743  -0.08
N 1.51098 -0.77245 -0.19141  -0.05
C 2.05333 -1.78078 -0.94664  -0.15
C 3.21501 -2.48002 -0.57272  -0.14
C 3.68388 -3.50954 -1.47132  -0.02
C 3.06796 -3.76565 -2.64188  -0.02
C 1.90590 -3.02141 -3.05185  -0.14
C 1.26897 -3.15654 -4.27044  0.03
C 0.18183 -2.33668 -4.58595  -0.19
C -0.25959 -1.43138 -3.62759  -0.11
N 0.32706 -1.27729 -2.44491  -0.12
C 1.41705 -2.04753 -2.15721  -0.15
C -0.49048 -2.38058 -5.88930  -0.48
C -1.14754 -1.36629 -6.52749  -0.11
C -1.68355 -1.75572 -7.78569  -0.19
C -1.42244 -3.05498 -8.08910  -0.43
S -0.52925 -3.81678 -6.84347  1.03
C 3.84879 -2.11158 0.60085  0.03
H 4.80176 1.30368 5.44898  0.06
H 5.65138 -1.17753 5.46902  0.10
H 4.87635 -2.47419 3.31163  0.11
H 1.69900 0.35323 1.51992  0.09
H 4.56782 -4.06899 -1.18487  0.11
H 3.44969 -4.53147 -3.30926  0.11
H 1.64176 -3.87467 -4.99426  0.11
H -1.11720 -0.80143 -3.80777  0.10
H -1.21204 -0.36279 -6.12489  0.12
H -2.23124 -1.09021 -8.43922  0.10
H -1.70432 -3.60378 -8.97472  0.06
H 4.75986 -2.60873 0.91195  0.12
F -1.67962 0.58749 8.54457  0.13
C -0.45566 0.57690 7.96829  -0.58
F 0.19855 -0.47172 8.51461  0.13
F 0.17578 1.69105 8.38374  0.12
C -0.53308 0.47808 6.48159  -0.14
C -0.14277 1.53338 5.67005  -0.01
C -0.23528 1.41764 4.29222  -0.02
C -0.72257 0.24201 3.70334  -0.22
C -1.10558 -0.81634 4.54074  0.00
C -1.01495 -0.69575 5.91252  -0.01
C -0.77164 0.11995 2.28466  -0.11
C -0.70110 0.09775 1.06766  -0.28
H 0.24140 2.44280 6.11237  0.12
H 0.09268 2.22677 3.64976  0.11
H -1.47117 -1.73274 4.09312  0.10
H -1.31343 -1.52013 6.54913  0.12
F -5.89171 -1.58111 3.40979  0.12
C -4.96831 -1.59099 2.44302  -0.16
C -5.22970 -0.99690 1.22560  -0.16
F -6.41617 -0.41000 1.01758  0.11
C -4.26461 -1.00415 0.23558  -0.24
F -4.58339 -0.43919 -0.92643  0.08
C -3.02517 -1.60753 0.41473  -0.49
S -1.85781 -1.71430 -0.89930  0.70
C -2.80301 -2.21203 1.64484  -0.26
F -1.65369 -2.84379 1.89153  0.09
C -3.74917 -2.20232 2.65206  -0.15
F -3.50262 -2.80000 3.82648  0.10
I 7.95278 1.93561 -3.44059  0.82
C 5.87334 1.73626 -3.33778  -0.74
C 5.15147 1.52324 -4.50350  -0.15
C 3.77354 1.38252 -4.42695  -0.01
C 3.12348 1.45653 -3.20210  -0.12
C 3.86222 1.67218 -2.04488  -0.01
C 5.24213 1.81358 -2.10575  -0.15
C 1.63166 1.22996 -3.14388  -0.57
O 1.00340 1.00296 -4.16177  0.05
O 1.14410 1.33235 -1.93972  -0.30
H 5.65837 1.46207 -5.45714  0.09
H 3.17967 1.20548 -5.31494  0.12
H 3.34681 1.72010 -1.09462  0.12
H 5.81547 1.97582 -1.20244  0.09

Results
Multiplicity ... 2
Charge ... -1
ΔE to the lowest compared entry with this formula, charge and spin ... 0.00 kJ/mol
E_HOMO (alpha / beta) ... -3.38 / -4.34 eV
Frontier orbital gap (alpha / beta) ... 5.00 / 5.69 eV
LUMO energy (alpha / beta) ... 1.6 / 1.4 eV
Energy ... -5677.65999 Ha

=====

Entry from OMol25: a 2-piece molecular cluster, C6H9NS overall in a non-equilibrium geometry (ωB97M-V/def2-TZVPD).

Each line ends with the natural charge from an NBO analysis.
Geometry (Å):
C -0.81588 -1.09694 -1.96801  -0.29
C -1.00504 0.15431 -2.23706  -0.11
C -0.49235 1.30153 -1.46371  -0.60
S -0.04706 0.81782 0.24478  0.41
N 0.56684 -0.79426 0.00964  -0.57
C 0.11553 -1.47041 -0.99434  0.06
H -1.27949 -1.81477 -2.66247  0.23
H -1.79941 0.28713 -2.99328  0.21
H -1.26316 1.95146 -1.13465  0.24
H 0.32945 1.78728 -1.96117  0.22
H 0.52622 -2.48211 -1.11727  0.19
C 1.04287 -0.22033 2.29437  -0.37
C 0.60614 0.66761 3.19039  -0.39
H 2.03315 -0.22460 2.03247  0.18
H 0.51493 -0.88537 1.70841  0.22
H 1.36478 1.32852 3.56742  0.19
H -0.39751 0.69312 3.48447  0.19

Results
Charge ... 0
ΔE to the lowest compared entry with this formula, charge and spin ... 386.66 kJ/mol
E_HOMO ... -8.33 eV
Frontier orbital gap ... 8.63 eV
LUMO energy ... 0.3 eV
Energy ... -686.81555 Ha
SMILES string ... C1=CCSN=C1.C=C

=====

Entry from OMol25: one molecule with the formula C2H3N5O in a non-equilibrium geometry (ωB97M-V/def2-TZVPD).

Each line ends with the natural charge from an NBO analysis.
Geometry (Å):
N 1.90806 -0.54207 -0.11493  -0.81
C 0.67234 0.16052 -0.03356  0.60
N 0.73414 1.44799 0.17272  -0.33
N -0.60335 1.92923 0.00887  0.00
N -1.83258 1.44388 -0.24815  -0.24
C -1.82333 -0.04837 -0.05271  0.73
O -2.67750 -0.86171 0.10736  -0.55
N -0.50026 -0.44490 -0.21921  -0.66
H 1.94055 -1.59624 -0.20774  0.41
H 2.79583 -0.14028 0.08794  0.42
H -0.61389 -1.34806 0.49942  0.43

Results
Charge ... 0
ΔE to the lowest compared entry with this formula, charge and spin ... 378.41 kJ/mol
E_HOMO ... -9.32 eV
Frontier orbital gap ... 8.88 eV
LUMO energy ... -0.4 eV
Energy ... -426.91350 Ha
SMILES string ... Nc1nnnc(=O)[nH]1